A 13-piece molecular cluster, C22H70N2O13 overall in a non-equilibrium geometry, computed with ωB97M-V with the def2-TZVPD basis set.

Computed properties:
Orbital gap, eV: 9.5102
Charge: 0
Maximum force, hartree/bohr: 0.1818
Energy relative to the best compared isomer or geometry (same formula, charge and spin), kcal/mol: 62.55
Highest occupied orbital energy, eV: -9.50

Each line ends with the Löwdin charge.
Element x y z (Å)
C  -1.90542  -1.92882  3.63561  -0.08
C  -1.42142  -1.30982  4.95461  -0.31
O  -2.31942  -0.32782  5.34661  -0.08
H  -2.46942  -2.81682  3.87561  0.07
H  -1.18542  -2.26182  2.89661  0.03
H  -2.65642  -1.37782  3.06561  0.07
H  -0.41542  -0.90082  4.94161  0.09
H  -1.43542  -2.05682  5.73861  0.11
H  -3.16642  -0.70382  5.63161  0.10
C  -3.58742  -1.86482  -0.01239  -0.09
C  -3.57542  -3.12282  0.72161  -0.36
O  -4.77542  -3.24882  1.42561  -0.06
H  -3.41342  -1.02382  0.64261  0.06
H  -4.51842  -1.74282  -0.61939  0.11
H  -2.76342  -1.80982  -0.72639  0.06
H  -2.73442  -3.20882  1.33461  0.06
H  -3.61742  -3.92882  0.03161  0.11
H  -5.05442  -2.37482  1.71161  0.08
C  0.11358  -4.64182  2.10061  -0.08
C  -0.43242  -4.85682  0.72061  -0.37
O  0.28458  -5.85482  0.10561  -0.07
H  -0.76942  -4.24182  2.63461  0.04
H  0.88958  -3.86082  2.22161  0.07
H  0.35558  -5.62282  2.62961  0.11
H  -0.49042  -3.93182  0.16661  0.09
H  -1.44742  -5.18782  0.82961  0.10
H  1.11458  -5.48082  -0.24839  0.03
C  -1.46742  4.47818  -0.50139  -0.06
C  -0.87242  3.72518  0.62061  -0.29
O  -1.21042  4.37818  1.86361  -0.08
H  -2.55342  4.49118  -0.53939  0.07
H  -1.16242  3.99018  -1.41839  0.05
H  -1.22442  5.54818  -0.61339  0.09
H  0.22658  3.68018  0.74261  0.10
H  -1.23342  2.82118  0.78261  0.03
H  -0.80242  3.86018  2.53761  0.06
C  2.63058  3.24918  1.54461  -0.06
C  4.01258  3.69518  1.07561  -0.27
O  4.01058  4.29818  -0.22139  -0.05
H  2.03958  4.05218  1.94061  0.07
H  2.69258  2.65718  2.45361  0.07
H  2.12458  2.70318  0.83161  0.03
H  4.69458  2.86018  1.04061  0.09
H  4.45358  4.35218  1.78461  0.10
H  4.76558  4.82318  -0.30839  0.05
C  -4.10342  1.99418  0.26961  -0.07
C  -3.86542  2.17318  1.79561  -0.34
O  -3.05642  1.14318  2.16761  -0.09
H  -4.74642  2.83718  -0.00039  0.07
H  -4.76542  1.15818  0.02061  0.07
H  -3.20942  2.00818  -0.33039  0.03
H  -4.78342  2.04918  2.37961  0.11
H  -3.53642  3.17918  2.06961  0.10
H  -2.77442  1.36118  3.08261  0.10
C  2.10058  -3.32882  -1.76639  -0.08
C  2.60358  -4.70582  -1.65639  -0.33
O  2.81058  -5.06282  -0.32439  -0.09
H  2.75358  -2.62082  -1.23939  0.08
H  1.05458  -3.23082  -1.40739  0.08
H  2.07558  -3.08082  -2.81539  0.07
H  3.62558  -4.77682  -2.15039  0.14
H  1.93758  -5.52582  -2.00939  0.14
H  3.56358  -4.58282  0.01661  0.10
C  -0.17342  -0.95982  -0.15139  -0.08
C  -0.52542  0.47218  -0.33339  -0.28
O  0.07358  0.93718  -1.52339  -0.08
H  -0.71942  -1.32582  0.67861  0.05
H  0.86558  -1.11082  0.02961  0.05
H  -0.45642  -1.59682  -0.97539  0.07
H  -0.28142  1.12518  0.48961  0.08
H  -1.58642  0.51918  -0.38039  0.09
H  -0.59042  0.79918  -2.18139  0.01
C  2.84558  2.51718  -4.24939  -0.08
C  2.81358  2.51918  -2.70039  -0.30
O  1.58758  3.11318  -2.40739  -0.08
H  3.01958  3.55518  -4.60839  0.09
H  2.04058  2.05718  -4.74739  0.04
H  3.67558  1.88418  -4.52039  0.06
H  3.58258  3.27218  -2.40439  0.11
H  2.96958  1.49218  -2.29839  0.09
H  1.22458  2.53718  -1.76239  0.02
C  -2.61642  0.91218  -3.14939  -0.65
O  -3.70842  0.36618  -2.51039  -0.10
N  -1.68342  0.22518  -3.70139  0.18
N  -2.46542  2.18918  -3.11539  0.20
H  -1.74042  -0.76982  -3.69039  0.13
H  -1.08342  0.62318  -4.39939  0.13
H  -3.30742  2.61518  -2.82339  0.12
H  -1.68942  2.72318  -3.46639  0.13
C  4.16958  0.02518  -0.68239  -0.15
O  3.11158  -0.30282  0.18961  -0.14
H  3.90458  -0.31082  -1.65039  0.05
H  5.08958  -0.53182  -0.28039  0.11
H  4.45158  1.03718  -0.60939  0.05
H  3.41958  -0.24782  1.12261  0.09
C  1.55258  -0.60382  -3.60939  -0.21
O  2.87458  -0.58382  -4.03239  -0.10
H  1.16558  0.38618  -3.53339  0.03
H  1.38858  -0.89582  -2.53739  0.07
H  0.87958  -1.22182  -4.24639  0.10
H  2.89458  -0.08182  -4.84839  0.07
C  0.60758  0.21318  2.86261  -0.18
O  1.44658  0.71018  3.82361  -0.09
H  1.10758  0.52118  1.93061  0.06
H  -0.39942  0.68418  2.91561  0.10
H  0.53158  -0.88382  2.92761  0.08
H  2.32058  0.43318  3.68561  0.05



A 13-piece molecular cluster, C22H70O15 overall in a non-equilibrium geometry, computed with ωB97M-V with the def2-TZVPD basis set.

Computed properties:
Orbital gap, eV: 10.0849
Charge: 0
Maximum force, hartree/bohr: 0.0546
Energy relative to the best compared isomer or geometry (same formula, charge and spin), kcal/mol: 58.66
Highest occupied orbital energy, eV: -10.04

Each line ends with the Löwdin charge.
Element x y z (Å)
O  -5.45076  -0.58653  -0.15414  -0.05
H  -5.27451  0.25407  0.26840  0.02
H  -5.05746  -0.50550  -1.02304  0.02
O  4.93000  3.34666  3.07717  -0.05
H  4.23971  2.68502  3.03315  0.03
H  5.64554  2.91621  3.54510  0.03
O  6.63070  -0.18385  0.14780  -0.05
H  7.10342  0.18459  0.89413  0.03
H  5.76699  -0.40489  0.49620  0.02
O  5.08914  -5.24868  -3.54520  -0.05
H  5.01731  -4.79809  -4.38665  0.03
H  5.98290  -5.06999  -3.25282  0.02
O  8.69745  -3.96542  -2.31379  -0.05
H  8.19176  -3.17555  -2.12245  0.03
H  9.60083  -3.65886  -2.39235  0.03
C  4.67010  -4.35474  4.44616  -0.26
C  5.88250  -4.02687  3.56962  -0.20
O  6.96489  -3.53355  4.41426  -0.09
O  3.90046  -3.21193  4.77139  -0.06
H  4.96906  -4.93838  5.31685  0.11
H  3.97302  -5.07015  4.00985  0.12
H  5.56709  -3.33177  2.79151  0.12
H  6.33873  -4.87351  3.05665  0.11
H  7.11641  -4.10834  5.16809  0.07
H  4.43884  -2.70459  5.38323  0.08
C  -5.27998  5.03457  3.31145  -0.23
C  -5.70830  3.89000  2.36504  -0.27
O  -4.61716  3.18044  1.91572  -0.05
O  -4.37104  5.98240  2.75618  -0.08
H  -4.73948  4.73576  4.20959  0.12
H  -6.16429  5.63782  3.51685  0.11
H  -6.22517  4.35153  1.52366  0.12
H  -6.34553  3.17557  2.88624  0.12
H  -4.13113  3.78015  1.34499  0.08
H  -4.76551  6.33782  1.95638  0.07
C  1.95914  -2.16301  -0.17490  -0.06
C  1.55320  -0.77143  0.28867  -0.49
C  0.10186  -0.69921  0.70469  -0.07
O  2.26124  -0.42341  1.45927  -0.06
H  1.94366  -2.92610  0.60328  0.08
H  3.00867  -2.15888  -0.46914  0.07
H  1.49079  -2.56272  -1.07432  0.08
H  1.82945  -0.09643  -0.52138  0.14
H  -0.62113  -0.74803  -0.10956  0.08
H  -0.22056  0.21106  1.21021  0.08
H  -0.06166  -1.42488  1.50141  0.08
H  2.08516  -1.06714  2.14935  0.08
C  -2.96040  -5.64177  1.78566  -0.06
C  -2.73069  -7.16658  1.90324  -0.50
C  -1.41677  -7.61453  2.53822  -0.05
O  -3.82464  -7.63745  2.64400  -0.05
H  -2.34159  -5.02054  1.13817  0.07
H  -2.84963  -5.09218  2.72042  0.08
H  -3.96433  -5.50805  1.38273  0.07
H  -2.78886  -7.49132  0.86436  0.13
H  -1.20475  -8.67994  2.44850  0.08
H  -1.33120  -7.36325  3.59540  0.08
H  -0.59170  -7.02568  2.13743  0.07
H  -4.57375  -7.71575  2.04877  0.09
C  -1.27912  -0.89418  6.00676  -0.08
C  -2.64595  -0.24496  5.95606  -0.49
C  -3.66037  -0.80754  6.93858  -0.06
O  -2.52988  1.13184  6.32369  -0.05
H  -1.01172  -0.92970  7.06285  0.08
H  -0.43074  -0.27541  5.71442  0.07
H  -1.17441  -1.88866  5.57301  0.08
H  -2.87955  -0.41957  4.90580  0.13
H  -3.46134  -0.67293  8.00177  0.08
H  -3.75140  -1.88465  6.79835  0.08
H  -4.64048  -0.34855  6.80886  0.08
H  -1.96477  1.55496  5.67314  0.08
C  2.40442  5.57017  -7.10828  -0.05
C  2.78572  4.61347  -5.94708  -0.51
C  2.20264  3.21469  -6.14376  -0.06
O  4.15822  4.55104  -5.96143  -0.03
H  1.33677  5.78893  -7.12814  0.07
H  2.50785  5.16257  -8.11390  0.08
H  2.97093  6.50016  -7.06053  0.08
H  2.38154  4.96798  -4.99889  0.13
H  2.99030  2.53573  -6.47044  0.08
H  1.31194  3.08978  -6.75950  0.08
H  1.84360  2.65987  -5.27696  0.07
H  4.32608  3.67125  -5.61593  0.08
C  -1.13900  4.91602  -1.94104  -0.04
C  -1.86697  6.33544  -1.79015  -0.42
C  -1.43104  7.37017  -2.84389  -0.07
O  -3.28586  6.02326  -1.97695  -0.08
H  -1.26083  4.63661  -2.98755  0.06
H  -1.64198  4.07751  -1.45935  0.07
H  -0.05572  5.02413  -1.88704  0.07
H  -1.67330  6.77186  -0.81029  0.12
H  -0.45805  7.79853  -2.60330  0.08
H  -2.13988  8.19807  -2.85952  0.07
H  -1.50629  7.12854  -3.90411  0.08
H  -3.67409  6.77387  -1.52148  0.07
C  -2.08447  -2.22853  -4.59918  -0.05
C  -2.36146  -0.79876  -5.03322  -0.47
C  -2.39280  -0.53269  -6.55883  -0.06
O  -3.52847  -0.20152  -4.38818  -0.07
H  -2.59098  -2.43394  -3.65613  0.08
H  -1.04372  -2.54014  -4.51057  0.08
H  -2.62765  -2.85761  -5.30439  0.07
H  -1.53822  -0.20911  -4.62990  0.12
H  -3.23232  -1.08458  -6.98160  0.08
H  -1.53198  -0.95536  -7.07693  0.08
H  -2.50107  0.51977  -6.82094  0.07
H  -3.56217  0.66799  -4.79365  0.07